(1)
83
Properties=species:S:1:pos:R:3:forces:R:3:lowdin_charge:R:1 method="wB97M-V/def2-TZVPD" relative_energy_kj_mol=166.70 spin_multiplicity=2 orbital_gap_ev=5.3728 total_energy_ha=-6037.0969 total_charge=-2 e_homo_ev=-2.516
Cs -3.303221 1.140150 -1.809652 0.0 -1.2 0.0 1.314
O -3.160442 3.793572 -3.465340 -0.1 0.1 0.2 -0.116
C -4.553104 3.709899 -3.726129 -0.2 0.1 0.0 -0.249
C -5.391752 4.814441 -3.078187 -0.1 0.0 0.1 -0.123
N -5.545178 4.793414 -1.627178 0.1 -0.2 -0.1 -0.131
C -4.731011 5.496714 -0.817817 0.0 0.1 -0.1 -0.028
C -3.267518 4.355821 0.163752 0.2 -0.2 0.6 -0.533
O -2.901646 5.076520 1.046500 -0.2 0.1 -0.4 0.086
O -3.204819 3.292235 -0.371549 0.0 1.5 0.6 -0.158
C -6.646865 3.999224 -1.063142 0.1 0.3 0.0 -0.052
C -6.617837 2.569573 -1.670152 0.1 0.0 -0.1 -0.714
O -7.323319 2.408567 -2.683649 -0.1 0.0 0.0 -0.035
O -5.788393 1.797077 -1.145023 -0.9 0.2 -0.1 -0.345
H -2.783906 4.505253 -3.988332 0.0 0.0 0.0 0.085
H -4.913375 2.746144 -3.375357 0.1 0.1 0.0 0.053
H -4.746229 3.737947 -4.804962 0.0 0.0 0.0 0.126
H -6.400004 4.719921 -3.489189 0.0 0.0 -0.1 0.126
H -4.990745 5.796692 -3.350431 0.0 0.0 0.0 0.120
H -5.169170 5.852372 0.109263 0.1 -0.2 0.1 0.099
H -4.058294 6.183453 -1.321908 0.0 0.0 0.0 0.096
H -7.580953 4.500028 -1.333829 -0.1 -0.1 0.0 0.120
H -6.515450 3.972818 0.017200 0.0 -0.1 0.0 0.109
C 8.593089 -3.646917 5.500677 0.0 0.0 0.0 -0.100
O 8.109645 -4.132102 4.267424 0.0 0.0 0.0 -0.091
C 6.886328 -3.682032 3.854895 0.1 0.0 0.0 -0.286
C 6.443678 -4.165625 2.627791 0.0 0.0 0.0 -0.007
C 5.218527 -3.767249 2.131033 0.0 0.0 0.0 -0.022
C 4.406611 -2.880961 2.841489 0.0 0.0 0.0 -0.147
C 4.865365 -2.403492 4.063304 0.0 0.0 0.0 -0.012
C 6.093803 -2.797238 4.574629 0.0 0.0 0.0 -0.018
C 3.104806 -2.429516 2.342945 -0.1 0.0 0.0 -0.281
N 2.348700 -1.532922 2.926368 0.0 0.0 0.0 0.196
C 1.245764 -1.399778 2.113696 0.1 -0.1 0.0 -0.177
C 1.338713 -2.250342 1.038297 0.0 0.1 0.1 -0.147
N 2.536836 -2.906982 1.192290 0.0 0.0 0.0 0.188
C 0.354754 -2.336041 0.009449 -0.1 0.0 0.0 -0.092
C 0.412524 -3.201575 -1.088827 -0.1 0.0 0.0 -0.016
C -0.589180 -3.152539 -2.028465 0.1 0.1 0.0 -0.044
C -1.633662 -2.242051 -1.835226 -0.1 -0.1 0.0 -0.134
N -1.715958 -1.438418 -0.798203 0.0 0.1 -0.1 0.101
C -0.734467 -1.443974 0.109162 0.1 -0.1 -0.1 -0.145
C -0.793847 -0.449124 1.185407 0.1 0.0 0.1 -0.154
N -1.749298 0.488616 1.100406 0.0 -0.1 0.1 0.100
C -1.831472 1.379176 2.064615 0.0 0.0 0.0 -0.134
C -0.961817 1.412416 3.162511 0.0 0.0 0.0 -0.030
C 0.057849 0.496853 3.231617 -0.1 0.0 -0.1 -0.002
C 0.163415 -0.461064 2.216789 -0.1 0.0 0.0 -0.092
H 9.565502 -4.110136 5.648301 0.0 0.0 0.0 0.087
H 7.933809 -3.926572 6.327787 0.0 0.0 0.0 0.093
H 8.706749 -2.559261 5.486113 0.0 0.0 0.0 0.093
H 7.074146 -4.848508 2.074154 0.0 0.0 0.0 0.117
H 4.909415 -4.154983 1.168136 0.0 0.0 0.0 0.106
H 4.243745 -1.711418 4.614656 0.0 0.0 0.0 0.114
H 6.413994 -2.405154 5.529202 0.0 0.0 0.0 0.099
H 2.948313 -3.556173 0.547495 0.0 0.0 0.0 0.141
H 1.241109 -3.892799 -1.202460 0.0 0.0 0.0 0.110
H -0.572618 -3.777633 -2.911122 0.0 0.0 0.0 0.107
H -2.425875 -2.151160 -2.570481 0.0 -0.1 0.0 0.113
H -2.623131 2.115663 1.973234 0.0 0.0 0.0 0.101
H -1.097043 2.170538 3.921678 0.0 0.0 0.0 0.105
H 0.783747 0.506350 4.033974 0.0 0.0 0.0 0.112
Cl -6.406496 1.650919 2.371722 0.1 -0.1 -0.1 -0.219
Ge -5.120901 0.028500 1.239238 -0.4 0.0 0.2 -0.029
Cl -6.838205 -1.397338 0.617764 0.0 0.1 0.0 -0.202
Cl -4.621931 -1.168572 3.181771 0.2 0.0 0.1 -0.241
O -0.357898 -0.013297 -5.493487 0.0 0.0 0.0 -0.010
C -0.529938 0.104164 -4.274261 0.1 -0.2 0.2 -0.671
O -1.558237 0.354044 -3.608033 0.8 -0.2 -0.9 -0.300
C 0.728064 -0.135196 -3.395725 0.0 0.0 -0.1 -0.075
C 1.742368 -0.961587 -3.868833 -0.2 0.2 0.1 0.068
C 2.826793 -1.223800 -3.053237 0.5 0.0 -0.2 -0.131
C 3.013465 -0.647417 -1.809595 -0.4 0.2 -0.2 0.062
C 2.008488 0.212618 -1.408886 0.2 0.2 0.3 -0.120
C 0.856524 0.448515 -2.138894 0.0 -0.1 -0.2 0.077
N 2.200638 0.920411 -0.122203 -0.3 -0.4 0.3 -0.328
O 1.388543 1.764682 0.184928 0.1 0.1 -0.1 0.102
O 3.138582 0.576193 0.576274 0.1 0.2 -0.1 0.066
N 3.857595 -2.174118 -3.522254 -0.9 -0.9 0.5 -0.351
O 4.667958 -2.576432 -2.703514 0.3 0.3 -0.1 0.046
O 3.739539 -2.640238 -4.636230 0.3 0.3 -0.2 0.073
H 1.638715 -1.382305 -4.858369 0.1 0.0 0.0 0.130
H 3.875127 -0.837842 -1.193732 0.0 0.0 0.0 0.124
H 0.071868 1.080372 -1.744038 0.0 0.0 0.0 0.128

(2)
50
Properties=species:S:1:pos:R:3:forces:R:3:lowdin_charge:R:1 method="wB97M-V/def2-TZVPD" spin_multiplicity=5 orbital_gap_ev="7.3267 / 5.4368" total_energy_ha=-4015.9236 total_charge=+2 e_homo_ev="-14.139 / -14.329"
Rh 1.276862 0.383767 0.378814 -0.4 0.0 -0.5 1.237
Br 4.452844 6.993174 0.208148 1.0 1.3 -0.1 1.021
C 4.151125 5.227374 -0.033201 -2.9 1.4 0.5 -0.695
C 5.120490 4.291585 -0.039469 3.2 -2.1 -0.9 -0.089
C 4.823003 2.940183 0.017534 -1.4 0.3 0.2 0.084
C 3.416030 2.567672 0.159045 -0.5 0.1 0.5 -0.252
O 3.165959 1.344410 0.435308 0.1 1.0 -0.5 -0.122
C 2.354733 3.648653 0.089155 0.3 -0.7 0.4 -0.085
C 0.926237 3.480580 0.311528 -1.3 -2.9 -0.6 -0.008
N 0.247295 2.341022 0.293358 3.6 1.7 0.2 0.008
C -1.081832 2.195110 0.571724 -1.8 0.1 0.0 -0.229
C -2.023695 3.161853 0.327259 0.2 0.9 -0.6 0.034
C -3.410031 2.853076 0.451278 0.9 1.9 -0.7 -0.045
C -3.769998 1.639989 0.860564 -1.6 -2.0 1.2 0.005
C -2.861423 0.607858 1.321007 0.2 4.1 -1.7 -0.113
C -3.230149 -0.522128 1.980519 -1.3 -0.7 0.0 0.032
C -2.311129 -1.475628 2.234234 -0.6 -1.3 1.2 0.000
C -1.026873 -1.171089 1.915601 0.4 -1.1 0.0 -0.119
N -0.659223 -0.067051 1.354249 3.3 1.2 -0.7 -0.011
C -1.503562 0.910115 1.071326 -1.6 0.0 0.1 -0.161
C 2.742945 4.957432 0.003592 1.1 -0.5 -0.5 -0.061
H 6.160736 4.653567 -0.212599 -0.8 -0.5 0.5 0.147
H 5.480744 2.060587 0.041385 0.1 0.9 -0.1 0.147
H 0.416702 4.410333 0.447658 -0.5 0.5 0.3 0.123
H -1.698199 4.172720 -0.069646 -0.5 -1.4 0.5 0.145
H -4.141043 3.637752 0.182484 0.4 -0.8 0.2 0.139
H -4.835868 1.410893 0.881213 0.2 0.0 0.2 0.136
H -4.259315 -0.631276 2.239725 -0.6 -0.3 0.1 0.140
H -2.532591 -2.433093 2.719115 0.0 0.5 -0.2 0.142
H -0.261426 -1.866891 2.107136 0.9 -0.8 0.2 0.117
H 2.096580 5.851619 -0.066646 0.0 -1.0 0.2 0.123
O -3.036637 -5.017380 0.680225 -0.9 1.3 0.7 -0.014
C -2.952786 -5.204457 -0.689351 -0.6 2.4 -0.2 -0.231
N -1.677771 -4.692838 -1.148720 0.3 -0.6 -0.4 0.108
C -1.407390 -3.373733 -1.368440 0.4 -2.7 -0.1 -0.472
O -2.196084 -2.485826 -1.363738 -2.6 1.2 0.3 0.105
C -0.015240 -2.988511 -1.591904 2.5 -1.3 -0.2 -0.095
C 1.149669 -3.785547 -1.738908 -0.9 0.4 -0.4 0.060
C 2.382253 -3.137565 -1.815831 -0.6 2.6 0.4 -0.005
C 2.487155 -1.730760 -1.640030 -3.3 -0.9 0.6 -0.040
N 1.323012 -1.007588 -1.380263 2.3 -0.8 -0.2 -0.055
C 0.155800 -1.652121 -1.450641 0.5 2.2 0.8 -0.107
H -2.761513 -5.712945 1.254776 0.4 -1.1 0.0 0.084
H -3.734128 -4.524638 -1.137942 0.6 -1.1 0.4 0.154
H -3.050545 -6.219639 -0.986971 -0.2 -0.8 -0.4 0.126
H -0.973550 -5.416425 -1.123237 0.4 0.6 -0.2 0.136
H 1.037462 -4.871625 -1.872283 0.4 0.6 0.2 0.134
H 3.324652 -3.561488 -1.936736 1.1 -1.5 -0.4 0.097
H 3.405252 -1.181596 -1.641128 0.4 0.1 0.0 0.109
H -0.685522 -1.009490 -1.230274 -0.2 -0.3 -0.2 0.117

(3)
36
Properties=species:S:1:pos:R:3:forces:R:3:lowdin_charge:R:1 method="wB97M-V/def2-TZVPD" relative_energy_kj_mol=128.12 smiles=O.O.O.O.O.O.O.O.O.O.O.O orbital_gap_ev=11.0866 total_energy_ha=-917.2766 e_homo_ev=-10.946
O 2.986370 2.777030 -7.725150 -0.1 -0.2 0.2 -0.033
H 2.625910 1.935100 -8.003470 -0.1 -0.2 -0.1 0.071
H 3.758730 2.901520 -8.276690 0.6 0.1 -0.5 0.014
O 3.275760 5.249860 -9.836540 -0.1 -0.4 -0.3 -0.063
H 2.733190 5.242370 -9.048000 -0.3 0.2 0.4 0.056
H 4.147000 5.496380 -9.526040 0.5 0.3 0.4 0.049
O 3.184180 7.213270 -7.495730 0.8 -0.4 0.0 -0.050
H 2.764910 6.686340 -6.815450 -0.3 -0.1 0.3 0.025
H 2.489920 7.789930 -7.814640 -0.6 0.3 -0.2 0.001
O 0.532240 8.098720 -8.364680 0.4 0.9 0.6 -0.059
H 0.403550 8.839250 -8.957370 0.0 0.3 -0.1 0.046
H 0.613770 7.340090 -8.942660 -0.3 -0.6 -0.2 -0.029
O 5.350520 2.482410 -9.843270 -0.6 -0.2 0.2 -0.038
H 5.960440 1.876650 -9.422220 0.2 -0.2 0.1 0.046
H 5.742170 3.346130 -9.713560 0.3 0.5 -0.1 -0.005
O 1.442550 3.604120 -11.367020 -0.4 -0.3 -0.1 -0.043
H 2.066410 4.141730 -10.879160 0.3 0.1 0.2 -0.027
H 1.200610 4.141830 -12.121050 -0.1 0.0 -0.2 0.032
O 0.000790 5.920720 -9.676480 0.0 -0.3 -0.3 -0.027
H -0.301840 5.053700 -9.406430 0.0 -0.3 0.2 0.068
H -0.392370 6.054270 -10.538930 0.0 0.1 -0.3 0.065
O 1.350080 4.255640 -6.267280 -0.5 0.7 0.4 -0.065
H 1.405060 3.904280 -5.378600 -0.1 0.0 0.2 0.030
H 1.926640 3.692770 -6.783990 0.5 -0.3 -0.4 -0.049
O 7.371780 5.306870 -10.453260 0.1 -0.2 0.3 -0.046
H 7.043360 6.012890 -9.896570 -0.1 0.2 0.1 0.021
H 7.353150 5.670770 -11.338400 -0.1 -0.1 -0.3 0.038
O 4.701320 4.507770 -12.190470 0.4 0.0 -0.4 -0.035
H 4.341120 5.107670 -12.843630 0.0 0.1 -0.2 0.026
H 4.177220 4.665230 -11.405130 -0.2 -0.2 0.2 -0.027
O 2.718930 7.251680 -11.593170 -0.2 0.6 -0.5 -0.050
H 2.746830 6.475930 -11.033110 0.1 -0.3 0.6 -0.037
H 2.878560 6.916570 -12.475460 0.0 0.1 -0.3 0.020
O 5.748180 4.975650 -7.884900 -0.1 -0.1 -0.3 -0.031
H 6.683130 5.064180 -7.699790 0.3 0.0 0.0 0.050
H 5.319760 5.155580 -7.048060 -0.3 0.2 0.2 0.052

(4)
16
Properties=species:S:1:pos:R:3:forces:R:3:lowdin_charge:R:1 method="wB97M-V/def2-TZVPD" relative_energy_kj_mol=90.34 spin_multiplicity=3 orbital_gap_ev="5.7284 / 8.7599" total_energy_ha=-610.9072 total_charge=+1 e_homo_ev="-10.371 / -13.598"
C 1.455318 1.310715 -0.003084 -0.1 0.8 1.0 -0.603
C 0.733676 2.621928 0.171949 3.2 0.6 -1.3 -0.198
C -0.702206 -2.105018 0.768310 2.5 0.4 -0.7 0.008
C -0.564288 -1.000498 -0.256117 -0.3 -2.6 -0.1 -0.114
N -1.541149 -0.656811 -0.968332 -3.1 1.5 -4.6 0.187
S 3.121494 1.026216 0.088247 0.0 -1.5 -0.8 0.741
H 1.240173 3.324605 0.989206 -0.9 -1.4 -1.9 0.131
H 0.806312 3.031065 -0.901707 -0.4 0.4 1.8 0.096
H -0.257993 2.458453 0.434451 -1.9 -0.1 0.5 0.017
H -0.742270 -1.458932 1.647898 0.1 -0.8 0.8 0.107
H 0.200528 -2.838773 0.744516 -1.2 1.8 0.3 0.144
H -1.556748 -2.740887 0.647164 -0.8 0.2 -0.1 0.082
H 0.282479 -0.481376 -0.641325 1.5 0.1 1.0 0.082
H -1.365419 -0.021081 -1.856254 -0.4 -1.3 2.6 0.216
H 3.116728 -0.164959 -0.663336 0.2 1.2 0.7 -0.087
H -2.506916 -1.094482 -1.048882 1.6 0.5 0.9 0.191

(5)
7
Properties=species:S:1:pos:R:3:forces:R:3:lowdin_charge:R:1 method="wB97M-V/def2-TZVPD" relative_energy_kj_mol=853.03 orbital_gap_ev="5.3211 / 5.4235" total_energy_ha=-551.3611 e_homo_ev="-7.685 / -7.667"
C 1.339662 0.682115 -0.807657 -0.1 0.3 3.3 0.097
C 1.445310 0.461027 0.421696 0.0 -1.0 -1.2 -0.369
C 1.508347 -0.107192 1.642115 -1.0 -0.2 -0.4 0.143
C -1.284106 -0.790258 1.384559 0.2 0.3 0.2 -0.425
S -1.338284 -0.824984 -0.231390 0.2 0.4 -1.2 0.603
H 0.966052 1.289971 -1.549902 -0.2 0.4 -2.0 0.016
H -2.636982 -0.710679 -0.859420 0.9 -0.3 1.3 -0.064